Entry 1:
{"formula": "C24H33CaCl3F5N3OSSi", "method": "ωB97M-V with the def2-TZVPD basis set", "homo_energy_ha": -0.25057, "charge": 0, "multiplicity": 1, "e_tot_ha": -4418.81014, "gap_ev": 6.44, "elements": ["Ca", "N", "C", "C", "C", "N", "C", "C", "N", "C", "H", "H", "H", "H", "H", "H", "H", "H", "H", "H", "H", "H", "H", "H", "H", "H", "F", "C", "C", "F", "C", "F", "C", "S", "C", "F", "C", "F", "Cl", "Si", "Cl", "Cl", "C", "C", "C", "C", "C", "C", "C", "C", "C", "C", "C", "C", "O", "H", "H", "H", "H", "H", "H", "H", "H", "H", "H", "H", "H", "H", "H", "H", "H", "H"], "positions_angstrom": [[-0.593244, 0.728042, -1.070277], [-1.528500, 1.634460, 2.655574], [-1.468833, 2.636888, 1.594126], [-0.266128, 3.550022, 1.742344], [0.009458, 4.186153, 0.377418], [0.405661, 3.149892, -0.611359], [-1.248475, 4.906364, -0.130960], [-2.524514, 4.054558, -0.140908], [-2.453292, 3.022768, -1.199305], [-2.730718, 3.403859, 1.236286], [-0.696956, 0.638699, 1.957893], [-2.444547, 1.212218, 2.776975], [-1.204145, 2.011631, 3.537048], [-1.248245, 2.126044, 0.679804], [0.603262, 2.959121, 2.050935], [-0.425647, 4.331358, 2.493022], [0.802070, 4.931881, 0.492313], [1.393527, 2.913402, -0.535627], [0.325210, 3.569867, -1.532661], [-1.058578, 5.302710, -1.133946], [-1.431587, 5.773270, 0.509521], [-3.370038, 4.725985, -0.326472], [-2.478207, 3.474992, -2.108245], [-3.264682, 2.414596, -1.142663], [-3.581685, 2.717241, 1.203408], [-2.950525, 4.182592, 1.973769], [6.432681, -1.159499, -0.586138], [5.286266, -0.724502, -1.116047], [4.499353, -1.574845, -1.871110], [4.896711, -2.835459, -2.067896], [3.304213, -1.126520, -2.402563], [2.587721, -1.989514, -3.126943], [2.846796, 0.175910, -2.211800], [1.382942, 0.793530, -2.943729], [3.674037, 1.003933, -1.452255], [3.313129, 2.281133, -1.216691], [4.866880, 0.574425, -0.902076], [5.613017, 1.400108, -0.160565], [-4.545420, -1.224819, -1.159509], [-2.919939, -0.360408, -0.065912], [-2.409702, -3.331498, -0.734646], [-3.512482, -1.029186, 1.912458], [2.631236, -0.798395, 1.375928], [1.647583, -1.564176, 2.253506], [1.183605, -0.720915, 3.449455], [0.497487, -2.174293, 1.461279], [0.375489, -3.517524, 1.504412], [-0.538199, -4.508246, 0.969696], [-1.628163, -4.620525, 0.212253], [-1.369147, -1.629496, -0.166358], [-1.866911, -2.743124, -2.435858], [-2.712618, -3.430982, -3.465015], [-0.398161, -3.088798, -2.586599], [-0.438046, -1.291908, 0.766735], [-0.278148, 0.064824, 1.086674], [3.442743, -0.400401, 1.989094], [2.153658, 0.046238, 0.875600], [3.064829, -1.451289, 0.617073], [2.187996, -2.412955, 2.677954], [0.911149, 0.291272, 3.152249], [1.987230, -0.660098, 4.185638], [0.313472, -1.169631, 3.934837], [1.142991, -4.008152, 2.093498], [-0.243129, -5.505071, 1.295945], [-2.013498, -5.584008, -0.081850], [-3.221909, -4.386225, -1.223718], [-2.507136, -4.502875, -3.595146], [-2.435527, -2.947321, -4.407050], [-3.780956, -3.271424, -3.313538], [0.106199, -3.110216, -1.618107], [0.108543, -2.296582, -3.143439], [-0.209535, -4.039130, -3.107736]], "atomic_forces_ev_per_a": [[0.35, 0.74, -0.43], [0.35, 0.10, 0.01], [-0.05, 0.54, -0.14], [0.12, -0.07, -0.07], [-0.14, -0.03, -0.17], [0.25, 0.10, 0.22], [0.01, -0.02, 0.03], [0.05, 0.02, 0.05], [0.07, -0.04, -0.01], [-0.02, 0.02, 0.12], [-0.20, -1.22, -0.71], [-0.03, -0.06, -0.09], [-0.10, -0.04, 0.11], [-0.09, -0.59, -0.17], [0.01, 0.04, 0.01], [-0.03, -0.03, 0.00], [0.01, -0.01, -0.04], [-0.04, 0.13, 0.11], [0.05, -0.21, -0.10], [-0.01, 0.00, 0.00], [0.02, 0.00, 0.01], [0.00, 0.01, 0.03], [-0.03, 0.01, 0.02], [-0.03, -0.02, 0.00], [-0.01, 0.03, -0.02], [-0.02, -0.01, 0.00], [-0.02, 0.01, 0.00], [0.06, -0.05, 0.02], [0.03, -0.06, 0.04], [-0.01, 0.02, -0.02], [-0.02, 0.05, 0.00], [0.03, -0.01, 0.00], [0.05, 0.28, 0.10], [-0.16, -0.10, -0.25], [0.04, -0.18, 0.00], [0.06, -0.04, 0.05], [-0.03, 0.05, -0.04], [-0.02, 0.00, -0.01], [-0.07, 0.05, -0.03], [-0.12, -0.51, 0.07], [-0.11, -0.41, 0.09], [-0.07, 0.15, 0.08], [0.05, 0.07, -0.06], [-0.14, -0.05, 0.09], [-0.08, -0.03, 0.04], [0.01, 0.04, -0.09], [0.18, -0.11, 0.09], [0.04, -0.12, 0.08], [0.32, 0.35, 0.08], [-0.65, 0.40, 1.52], [0.56, 0.10, -0.46], [-0.10, 0.06, 0.00], [-0.11, -0.03, 0.08], [-0.35, -0.45, -0.54], [0.07, 1.08, 0.52], [0.04, -0.03, -0.01], [-0.01, -0.06, 0.04], [0.00, 0.02, -0.03], [0.03, -0.01, -0.03], [0.14, -0.04, 0.05], [-0.01, 0.04, -0.01], [0.04, -0.02, 0.02], [0.03, 0.00, -0.03], [-0.03, 0.02, 0.02], [-0.12, 0.01, 0.01], [0.15, 0.08, -0.21], [0.00, 0.00, 0.00], [-0.05, 0.00, -0.01], [0.00, -0.01, -0.04], [0.03, 0.02, 0.02], [-0.13, 0.01, -0.07], [-0.02, -0.01, 0.05]], "mulliken_charge": [0.080, -0.276, 2.623, -1.359, -0.016, -0.158, -1.538, -0.001, -0.347, -1.341, -0.500, 0.267, 0.338, -1.534, 0.411, 0.437, 0.492, 0.001, 0.283, 0.446, 0.459, 0.414, 0.273, 0.234, 0.379, 0.374, -0.336, 0.786, 0.140, -0.328, 0.116, -0.404, 0.622, -0.461, 0.024, -0.499, 0.178, -0.354, -0.383, 0.323, 0.091, -0.413, -1.240, 0.081, -1.572, 0.199, -0.588, -0.798, -0.725, -1.165, 0.752, -1.517, -1.229, 1.720, 0.887, 0.536, -0.118, 0.241, 0.823, 0.069, 0.511, 0.392, 0.331, 0.248, 0.360, 0.187, 0.414, 0.432, 0.335, 0.183, 0.283, 0.425]}

***

Entry 2:
{"formula": "C4H5NS2", "method": "ωB97M-V with the def2-TZVPD basis set", "homo_energy_ha": -0.32523, "charge": 0, "multiplicity": 1, "e_tot_ha": -1006.51691, "smiles": "Sc1ccn(S)c1", "gap_ev": 9.48, "elements": ["C", "C", "C", "C", "H", "H", "H", "H", "H", "N", "S", "S"], "positions_angstrom": [[-1.038577, -0.492460, 0.058656], [-0.269764, -0.320663, 1.271002], [0.925511, 0.271119, 0.938953], [-0.273646, 0.017458, -0.932224], [-2.324560, -2.471478, -0.071496], [-0.662094, -0.592862, 2.234108], [1.790539, 0.551028, 1.562430], [1.803553, 2.447180, -1.239857], [-0.374529, 0.098045, -2.000141], [0.920504, 0.486481, -0.419324], [-2.672667, -1.157922, -0.098597], [2.175729, 1.164075, -1.303509]], "atomic_forces_ev_per_a": [[0.34, 0.06, 0.78], [-0.18, 0.12, -0.42], [-0.07, -0.19, 1.00], [0.77, 0.41, -1.21], [-0.11, 0.44, -0.01], [0.30, -0.01, 0.22], [-0.70, -0.17, -0.55], [-0.12, 0.18, 0.05], [-0.43, -0.12, -0.05], [-0.53, -0.29, 0.44], [0.39, -0.30, 0.01], [0.34, -0.12, -0.26]], "mulliken_charge": [-0.059, -0.375, -0.362, -0.281, 0.130, 0.411, 0.342, 0.136, 0.428, 0.037, -0.261, -0.147]}